1.
Formula: C51H66F4N2O22S3
Source: the OMol25 dataset
Level of theory: ωB97M-V/def2-TZVPD

Atoms and positions in Å:
C: -4.96114 5.47358 -0.56120
C: -5.32662 4.26089 0.47800
C: -4.44301 2.89297 0.29728
F: -4.47428 2.52651 -1.13714
C: -2.95184 2.99155 0.96921
C: -1.59101 3.41390 0.10010
C: -1.63504 3.82396 -1.51631
C: -1.57535 2.49742 -2.48226
C: -0.03002 1.97363 -2.70960
C: 0.32621 0.59622 -1.85802
S: -0.48125 -0.95389 -2.53119
O: -1.96095 -0.78748 -2.96511
O: 0.27231 -1.57803 -3.73881
O: -0.45889 -2.14623 -1.26834
C: -0.07063 3.50198 0.77634
F: 1.11923 3.92054 -0.04149
C: 0.13402 3.12775 2.35602
C: -1.20721 2.71156 3.26617
C: -2.74009 2.66523 2.59714
S: -4.12650 2.23406 3.78699
O: -4.06993 0.71713 4.13889
O: -4.00874 2.99235 5.16775
F: -5.71152 2.69410 3.20504
C: -0.87228 2.35664 4.83885
O: -1.45402 1.41485 5.58216
C: 0.36246 3.20916 5.56669
C: 0.19411 3.55368 7.16059
C: -1.28278 4.23821 7.53554
F: -1.95860 3.55211 8.67987
C: 1.57191 3.57969 4.72617
C: 2.85611 4.36755 5.37117
C: 2.97322 5.95425 4.97664
S: 2.16857 7.08434 6.26060
C: 0.31644 7.10068 5.98722
N: -0.50274 6.42367 4.89932
N: -1.80339 6.83046 5.20681
C: -1.97798 7.72879 6.41340
O: -0.56070 7.87525 6.88610
C: 1.63018 3.18394 3.10186
O: 2.75687 2.93609 2.42937
H: -3.85950 5.81824 -0.33234
H: -5.71367 6.36249 -0.33834
H: -5.12523 5.13350 -1.67839
H: -6.46771 3.99514 0.37191
H: -5.15300 4.64562 1.59380
H: -4.99606 1.99631 0.85991
H: -0.74615 4.54622 -1.80721
H: -2.67414 4.36870 -1.71318
H: -2.14352 2.75974 -3.48635
H: -2.14686 1.62194 -1.93972
H: 0.12312 1.72627 -3.84473
H: 0.73461 2.84937 -2.44701
H: 1.50236 0.46290 -1.95764
H: 0.04387 0.80218 -0.72967
H: -0.84164 -1.74394 -0.41393
H: 0.18837 2.50894 7.73650
H: 1.04975 4.20330 7.62476
H: -1.06999 5.35012 7.87588
H: -2.03829 4.21226 6.64196
H: 2.94487 4.18244 6.54748
H: 3.82742 3.84299 4.91641
H: 2.58340 6.12691 3.88079
H: 4.13815 6.21454 5.00381
H: -2.91660 8.24046 6.88947
O: 2.19552 -1.76759 0.85802
C: 2.81690 -2.41708 0.03326
C: 2.42055 -3.76459 -0.48953
C: 3.69606 -4.24031 -1.13773
C: 4.35287 -2.95171 -1.55850
O: 3.96090 -1.99154 -0.57859
H: 1.61467 -3.64226 -1.21851
H: 2.11170 -4.42723 0.32222
H: 3.53315 -4.93181 -1.96865
H: 4.31961 -4.74830 -0.39198
H: 4.00746 -2.61019 -2.53994
H: 5.44334 -3.03640 -1.57624
O: 0.50410 -6.55130 2.07529
C: -0.45231 -5.79882 2.16041
C: -1.27720 -5.30826 1.00930
C: -2.02280 -4.15117 1.62463
C: -2.12942 -4.55895 3.07075
O: -0.94957 -5.31591 3.33673
H: -1.95455 -6.10507 0.68977
H: -0.64389 -4.98242 0.18096
H: -2.99298 -3.95852 1.15902
H: -1.41966 -3.23900 1.53988
H: -3.00163 -5.19329 3.26058
H: -2.16959 -3.69238 3.73713
O: -4.20808 7.55063 -3.06013
C: -3.58342 8.20823 -2.24432
C: -2.84270 9.47812 -2.53568
C: -1.96943 9.62235 -1.31503
C: -2.78363 8.94369 -0.24478
O: -3.49767 7.90637 -0.91552
H: -3.56030 10.29874 -2.62192
H: -2.24682 9.38686 -3.44674
H: -1.72140 10.65955 -1.07452
H: -1.03044 9.07676 -1.46880
H: -3.50715 9.62177 0.21985
H: -2.15140 8.51085 0.53596
O: 2.37630 -5.77643 -3.75878
C: 1.48742 -5.61604 -4.57875
C: 1.34557 -4.43169 -5.48614
C: -0.07707 -4.56942 -5.96628
C: -0.29927 -6.05842 -5.91695
O: 0.49698 -6.52228 -4.82764
H: 2.06259 -4.52226 -6.30680
H: 1.49629 -3.49704 -4.94104
H: -0.24771 -4.14131 -6.95762
H: -0.75256 -4.06995 -5.26111
H: 0.03468 -6.55910 -6.83180
H: -1.34920 -6.30859 -5.73899
O: 0.21350 -2.37078 -8.03544
C: -0.67538 -2.21039 -8.85541
C: -0.81724 -1.02604 -9.76280
C: -2.23988 -1.16377 -10.24294
C: -2.46207 -2.65277 -10.19360
O: -1.66582 -3.11663 -9.10430
H: -0.10021 -1.11661 -10.58346
H: -0.66651 -0.09140 -9.21770
H: -2.41052 -0.73566 -11.23428
H: -2.91536 -0.66430 -9.53777
H: -2.12812 -3.15345 -11.10846
H: -3.51201 -2.90294 -10.01565
O: 5.84797 -8.34810 0.01685
C: 4.62905 -8.39248 0.03808
C: 3.80991 -9.48847 0.64961
C: 2.44803 -9.23579 0.05392
C: 2.45699 -7.74625 -0.16991
O: 3.81441 -7.41721 -0.46132
H: 3.80722 -9.36872 1.73657
H: 4.19443 -10.47170 0.36887
H: 1.62363 -9.57074 0.68901
H: 2.36623 -9.75512 -0.90870
H: 2.14623 -7.19016 0.72080
H: 1.81878 -7.45599 -1.00959
O: 6.61755 -3.42614 5.85801
C: 5.84750 -3.38559 4.91273
C: 4.98993 -4.52066 4.44118
C: 4.57443 -4.05451 3.06878
C: 4.58238 -2.55517 3.21314
O: 5.61516 -2.27294 4.15627
H: 4.13298 -4.62407 5.11258
H: 5.55944 -5.45166 4.39329
H: 3.60803 -4.45080 2.74602
H: 5.32837 -4.36041 2.33324
H: 3.63556 -2.17037 3.60635
H: 4.80191 -2.05518 2.26528

The electronic energy comes out at -5340.90276 hartree. The SMILES is CC[C@@H](F)c1c(CCCCS(=O)(=O)O)c(F)c2c(c1S(=O)(=O)F)C(=O)C(CCF)=C(CCSc1nnco1)C2=O.O=C1CCCO1.O=C1CCCO1.O=C1CCCO1.O=C1CCCO1.O=C1CCCO1.O=C1CCCO1.O=C1CCCO1. The calculation puts the HOMO energy at -9.2 eV. As for the multiplicity: 1. As for the lowest unoccupied orbital energy: -2.38 eV. The HOMO-LUMO gap comes out at 6.81 eV.

=====

2.
Formula: C51H70BrNO5
Source: the OMol25 dataset
Level of theory: ωB97M-V/def2-TZVPD

Atoms and positions in Å:
C: 3.61468 -1.96413 1.45262
C: 2.57683 -2.81873 0.68238
C: 1.63883 -3.50456 1.72379
C: 0.20125 -3.75163 1.17484
O: -0.75351 -3.11122 2.00971
C: -1.13642 -1.82890 1.50438
C: -2.28689 -2.10353 0.50704
C: -3.44567 -2.85231 1.24127
C: -4.81108 -2.56380 0.63199
O: -5.61476 -1.91617 1.27406
N: -5.15038 -3.10872 -0.69673
C: -5.48117 -1.98741 -1.53862
C: -6.74153 -1.40145 -1.55966
C: -7.01862 -0.31048 -2.34247
C: -6.03991 0.25613 -3.15345
C: -4.79809 -0.34897 -3.15763
C: -4.51968 -1.44509 -2.36884
O: -1.47771 -1.10340 2.64241
C: -1.97388 0.22304 2.45082
C: -3.52623 0.31833 2.41200
C: -1.36974 1.01933 1.29229
O: -0.00215 1.28439 1.59997
C: 0.60323 2.17437 0.70064
C: 0.19116 3.64334 0.85067
C: 0.87459 4.40359 2.00550
C: 0.09167 5.74109 2.20961
Br: 0.83650 3.45952 3.72497
O: 0.46599 1.77664 -0.65451
C: 1.10314 0.52900 -0.90885
C: 2.13708 0.59129 -2.07140
C: 1.97611 1.90718 -2.87137
C: 2.05882 -0.71150 -2.94459
C: 3.40884 -1.49901 -2.98535
C: 1.50209 -0.47016 -4.36490
H: 3.97132 -2.48975 2.34804
H: 3.16924 -1.00600 1.76854
H: 4.47932 -1.69429 0.82735
H: 3.16197 -3.58416 0.15375
H: 1.99876 -2.21001 -0.02099
H: 2.09531 -4.47533 1.96646
H: 1.62653 -2.91082 2.64530
H: 0.03333 -4.83686 1.24798
H: 0.10726 -3.48616 0.11123
H: -0.23176 -1.45015 0.98886
H: -2.71609 -1.19472 0.06603
H: -1.95531 -2.74956 -0.31654
H: -3.27872 -3.93769 1.15280
H: -3.44184 -2.63779 2.31337
H: -5.98370 -3.66610 -0.51078
H: -7.53202 -1.81679 -0.93359
H: -8.00220 0.15730 -2.35991
H: -6.25060 1.13517 -3.75690
H: -4.03526 0.07195 -3.81472
H: -3.51958 -1.87711 -2.40536
H: -1.69359 0.77277 3.36196
H: -3.90441 0.17304 1.39336
H: -3.77617 1.34536 2.70939
H: -3.94110 -0.41583 3.10818
H: -1.52914 0.59244 0.29398
H: -1.89655 1.99149 1.29539
H: 1.68942 2.12607 0.91426
H: 0.50174 4.15324 -0.07646
H: -0.89026 3.80839 0.93357
H: 1.91213 4.63999 1.75553
H: 0.75790 6.60678 2.29709
H: -0.65152 5.90337 1.41892
H: -0.47684 5.69429 3.14657
H: 1.62701 0.13167 -0.02559
H: 0.30613 -0.19334 -1.16275
H: 3.15664 0.61146 -1.65778
H: 0.92563 2.15345 -3.06237
H: 2.56347 1.89019 -3.79552
H: 2.37983 2.71520 -2.24300
H: 1.34531 -1.40879 -2.47142
H: 4.07652 -1.19658 -2.16858
H: 3.88294 -1.35577 -3.96437
H: 3.19143 -2.56086 -2.80596
H: 0.53810 0.05250 -4.32364
H: 1.34410 -1.43789 -4.86388
H: 2.24801 0.08392 -4.94925
C: 6.61864 -0.82425 5.54862
C: 6.81019 -1.85228 6.46200
C: 5.73551 -2.63398 6.86371
C: 4.46777 -2.38513 6.35499
C: 4.27493 -1.35158 5.44847
C: 5.35009 -0.57203 5.04387
H: 7.45822 -0.21872 5.23062
H: 7.79849 -2.04488 6.86072
H: 5.88576 -3.43775 7.57366
H: 3.62960 -2.99618 6.66600
H: 3.28485 -1.15368 5.05571
H: 5.19925 0.23269 4.33483
C: -2.69760 3.09748 -5.88088
C: -2.21617 1.82210 -5.61865
C: -1.62556 1.07998 -6.63257
C: -1.51952 1.61116 -7.91044
C: -2.00904 2.88321 -8.17508
C: -2.59661 3.62700 -7.16049
H: -3.15240 3.67881 -5.08826
H: -2.30034 1.40576 -4.62170
H: -1.24739 0.08637 -6.42554
H: -1.05630 1.03349 -8.70043
H: -1.93177 3.29601 -9.17320
H: -2.97615 4.61992 -7.36675
C: 4.93198 6.96877 -4.36965
C: 5.42720 7.03446 -3.07435
C: 4.74781 6.40807 -2.03827
C: 3.57063 5.71924 -2.29742
C: 3.07084 5.66083 -3.59134
C: 3.75187 6.28409 -4.62778
H: 5.46549 7.45204 -5.17853
H: 6.34412 7.57387 -2.87210
H: 5.13599 6.45673 -1.02840
H: 3.04121 5.22797 -1.48968
H: 2.14938 5.12777 -3.79199
H: 3.36310 6.23652 -5.63728
C: -4.25355 -5.46541 6.06618
C: -3.74101 -4.29424 5.52341
C: -2.54842 -4.32105 4.81277
C: -1.86614 -5.51848 4.64805
C: -2.37372 -6.68822 5.19789
C: -3.56822 -6.66217 5.90579
H: -5.18701 -5.44535 6.61501
H: -4.27227 -3.35927 5.65371
H: -2.14895 -3.40857 4.38547
H: -0.93732 -5.53829 4.09113
H: -1.83836 -7.62173 5.07419
H: -3.96526 -7.57484 6.33280

The electronic energy comes out at -4990.21744 hartree. The SMILES is CCCCO[C@@H](CCC(=O)Nc1ccccc1)O[C@H](C)CO[C@H](C[C@@H](C)Br)OC[C@H](C)C(C)C.c1ccccc1.c1ccccc1.c1ccccc1.c1ccccc1. The calculation puts the HOMO energy at -9.0 eV. As for the multiplicity: 1. As for the lowest unoccupied orbital energy: 0.45 eV. The HOMO-LUMO gap comes out at 9.49 eV.